1.
Computed, not measured: a cluster of 6 separate species, C29H58BFIO23S5 in total at a distorted geometry, with ωB97M-V/def2-TZVPD.

Output
HOMO level ... -5.2609 eV
Charge ... -1
E_tot ... -5283.5783 hartree
Orbital gap ... 6.72 eV

```
118
Properties=species:S:1:pos:R:3:forces:R:3
C 0.751192 1.622533 1.819314 0.9 1.0 0.1
O 1.460209 2.175142 2.936236 0.3 -0.6 0.5
C 2.870971 1.973163 2.830737 0.0 0.6 0.2
C 3.465951 2.229259 1.407222 1.2 -0.7 -0.1
C 3.901554 0.897346 0.666704 0.4 0.0 0.8
C 5.366065 0.968571 0.076852 -1.1 0.3 -0.2
C 5.381481 1.693060 -1.314163 1.1 -0.4 0.4
C 4.969505 0.772118 -2.507252 -0.4 -0.1 0.3
C 3.465880 0.947536 -2.911836 0.7 -0.1 -1.1
C 3.019338 2.449326 -3.040873 -0.8 0.0 0.9
C 1.892255 2.787719 -1.957424 0.4 0.2 -0.8
C 0.460729 2.993675 -2.554274 0.5 -0.3 -0.3
B -0.759838 2.789938 -1.468866 -0.9 2.2 -0.6
C -1.413320 4.299327 -1.218526 0.1 -0.1 1.2
C -2.668308 4.308360 -0.275568 0.8 1.6 0.6
C -2.250350 4.289708 1.237740 -1.2 -0.5 -0.5
F -1.360840 5.340381 1.543433 -0.1 -0.4 -0.2
O -0.351375 2.135503 -0.190100 -1.4 -1.2 -2.4
C -0.694341 0.775826 -0.490664 -0.9 0.3 -1.5
C -2.189090 1.024014 -0.985674 1.1 -0.2 0.7
C -3.082121 -0.195741 -1.355427 -0.2 -0.1 0.3
C -3.182090 -1.143113 -0.091873 -0.8 1.3 0.4
C -4.504518 -0.828198 0.711807 0.8 -0.4 0.0
I -3.055477 -3.255668 -0.590804 -0.1 0.4 0.3
O -1.937634 1.994304 -1.979966 -0.8 -1.7 0.4
H 0.723580 2.402968 1.021780 0.4 -1.2 1.4
H 1.232992 0.702000 1.405568 -0.2 0.5 0.5
H -0.304321 1.396549 2.075084 0.7 0.2 0.3
H 3.110055 0.958072 3.242106 0.0 0.5 -0.6
H 3.353788 2.694798 3.535365 -0.6 -0.4 -0.4
H 4.419502 2.788576 1.560619 -0.8 -0.3 -0.1
H 2.842171 2.880425 0.761396 0.2 -0.4 0.6
H 3.156017 0.577158 -0.091520 0.5 0.2 0.4
H 3.922125 0.098883 1.450903 -0.1 0.5 -0.6
H 5.750996 -0.073441 0.018112 0.0 0.7 -0.2
H 5.998990 1.548072 0.793500 -0.4 -0.5 -0.5
H 6.430534 2.033970 -1.507089 -0.8 -0.1 0.2
H 4.756611 2.603222 -1.203710 0.4 -0.5 -0.3
H 5.159058 -0.285065 -2.185318 -0.2 0.7 -0.3
H 5.613023 0.907650 -3.410742 -0.4 0.3 0.7
H 2.839304 0.336470 -2.226819 0.1 0.7 -0.3
H 3.337562 0.487567 -3.925623 0.1 0.1 0.8
H 3.857952 3.160227 -2.860174 -0.4 -0.7 -0.4
H 2.614666 2.627087 -4.062989 0.3 0.0 0.7
H 2.175929 3.737292 -1.432897 -0.2 -0.7 -0.2
H 1.950176 1.964186 -1.210153 -0.4 0.7 -0.4
H 0.319475 2.353473 -3.468548 0.2 0.4 0.7
H 0.412127 4.055234 -2.918422 0.1 -0.8 0.1
H -1.692931 4.806659 -2.170810 0.3 -0.4 0.5
H -0.601461 4.904831 -0.721300 -0.7 -0.1 -0.5
H -3.189490 5.295078 -0.412060 0.2 -0.7 0.1
H -3.423518 3.527813 -0.499239 0.6 0.2 0.2
H -3.149455 4.477055 1.875410 0.6 -0.2 -0.4
H -1.793284 3.315816 1.518037 0.0 0.7 -0.2
H -0.181692 0.492635 -1.450591 0.0 -0.3 0.8
H -0.495571 0.021082 0.299199 -0.2 0.8 -0.3
H -2.656393 1.479399 -0.069548 -0.1 -0.1 -0.5
H -4.130511 0.154004 -1.532262 0.8 -0.1 -0.1
H -2.778800 -0.732643 -2.277481 0.2 0.4 0.6
H -2.359232 -0.948575 0.631548 -0.3 -0.5 -0.8
H -4.648329 -1.584323 1.519805 0.0 0.6 -0.6
H -4.332584 0.167305 1.189557 -0.3 -0.6 -0.4
H -5.396997 -0.786955 0.055284 0.5 -0.1 0.4
C -1.580067 -5.601364 -3.592557 0.1 0.2 0.6
C -1.562303 -4.119419 -3.911930 -0.6 0.1 -0.2
O -0.357559 -3.919656 -4.662660 0.4 -0.9 -0.2
S -0.048401 -5.242992 -5.531915 -0.4 0.5 0.3
O -0.535843 -5.041195 -6.858717 0.5 -0.4 0.5
O 1.291222 -5.660404 -5.258083 -0.5 0.1 -0.4
O -1.066192 -6.241417 -4.767283 0.2 0.4 -0.5
H -0.915243 -5.833594 -2.756731 0.0 0.0 0.0
H -2.581426 -5.964296 -3.369961 0.1 -0.1 -0.2
H -1.564783 -3.502622 -3.016596 0.3 0.0 -0.2
H -2.407425 -3.841142 -4.546984 0.0 0.0 0.1
C -1.955911 2.724321 5.497405 0.6 0.3 0.1
C -1.011927 1.636126 5.024522 -0.1 0.2 -0.6
O -1.063144 0.635468 6.051515 -0.7 0.1 0.7
S -2.539140 0.619390 6.701986 0.6 0.5 -0.4
O -3.296672 -0.426074 6.084852 0.1 0.3 0.5
O -2.411777 0.734828 8.118480 -0.2 -0.4 -0.6
O -3.052396 2.028925 6.105328 0.0 -0.8 0.1
H -1.486578 3.353178 6.257613 0.0 0.0 0.0
H -2.308811 3.348414 4.678873 -0.2 -0.1 0.0
H 0.005511 1.996828 4.888101 0.0 -0.2 0.1
H -1.364018 1.185652 4.094159 0.0 0.1 0.0
C 2.214818 7.064516 0.774975 -0.2 0.5 -0.1
C 2.706020 7.124837 -0.659586 -0.5 -0.5 -0.1
O 4.134033 7.057260 -0.561303 0.2 0.0 0.7
S 4.534591 6.147040 0.712835 -0.5 0.0 -0.1
O 4.807930 4.823803 0.253588 0.2 0.7 0.4
O 5.445901 6.883829 1.528299 -0.2 -0.5 -0.5
O 3.085193 6.135065 1.426861 0.6 -0.2 -0.5
H 2.316848 8.033698 1.270005 0.0 0.0 0.0
H 1.181549 6.728850 0.843878 0.1 -0.2 0.1
H 2.400506 8.037599 -1.166104 0.3 0.0 0.0
H 2.363027 6.258932 -1.231861 -0.1 0.0 0.0
C -5.782100 -2.561243 6.093655 0.5 -0.1 0.2
C -5.556777 -3.307622 4.792756 0.0 0.6 -0.2
O -6.516148 -4.370598 4.809481 -0.4 0.0 0.6
S -7.842123 -3.877180 5.591583 0.3 0.2 0.0
O -8.804533 -3.447355 4.627542 0.2 -0.3 0.6
O -8.148605 -4.833920 6.605595 -0.1 0.3 -0.6
O -7.202287 -2.566433 6.285663 -0.3 -0.5 -0.6
H -5.321570 -3.084486 6.934969 0.0 0.0 0.0
H -5.407557 -1.541729 6.053483 -0.2 0.0 0.0
H -4.547441 -3.703931 4.710124 -0.1 -0.2 0.0
H -5.769245 -2.671531 3.929725 0.1 0.0 0.0
C 1.910062 -9.474036 -5.764000 -0.6 0.1 0.0
C 1.882370 -8.916553 -4.354120 0.4 0.5 -0.2
O 2.044094 -10.057445 -3.503560 0.1 -0.7 -0.5
S 2.977194 -11.146126 -4.249307 -0.1 0.3 0.0
O 4.316300 -10.997991 -3.775742 -0.6 -0.4 -0.3
O 2.297303 -12.401042 -4.244815 0.5 0.5 0.2
O 2.894783 -10.512718 -5.734444 0.2 -0.1 0.7
H 0.949418 -9.920884 -6.031787 0.0 0.0 0.0
H 2.175564 -8.718794 -6.500793 0.2 -0.1 0.0
H 0.952259 -8.399517 -4.129894 0.0 -0.2 0.1
H 2.723610 -8.241886 -4.179851 -0.1 0.1 -0.1
```
Positions in Å, forces in eV/Å.

2.
Computed, not measured: a cluster of 2 separate species, C3H6NO3 in total at a distorted geometry, with ωB97M-V/def2-TZVPD.

Output
HOMO level ... -14.4390 eV
Energy relative to the best compared isomer or geometry (same formula, charge and spin) ... 59.63 kcal/mol
Charge ... +1
E_tot ... -398.0458 hartree
Orbital gap ... 10.52 eV

```
13
Properties=species:S:1:pos:R:3:forces:R:3
C -0.718215 0.396978 -0.001972 -0.3 0.1 0.0
C 0.182762 -0.564209 0.020417 4.2 -0.1 -0.1
C 2.195341 0.105197 -0.010519 0.6 -0.7 0.1
N -2.163469 0.043486 -0.030898 0.3 -0.2 0.0
O 3.333727 -0.312842 -0.049379 -3.9 -0.2 0.1
O -0.056304 -1.866044 0.031510 -0.4 0.2 0.0
O 1.847092 1.358357 0.045383 -0.3 1.1 0.0
H -0.485653 1.442954 0.000867 0.0 0.1 0.0
H -2.228267 -0.984205 -0.084554 -0.2 0.3 0.0
H -2.620032 0.458270 -0.853591 0.0 -0.2 0.2
H -2.649863 0.367957 0.815075 0.1 -0.1 -0.2
H 0.743363 -2.406864 0.070422 0.1 0.1 0.0
H 2.619516 1.960967 0.047243 0.0 -0.4 0.0
```
Positions in Å, forces in eV/Å.

3.
Computed, not measured: a structure of composition C37H39Br2N7 at a distorted geometry, with ωB97M-V/def2-TZVPD.

Output
HOMO level ... -7.4724 eV
Charge ... 0
E_tot ... -6963.5568 hartree
Orbital gap ... 7.07 eV

```
85
Properties=species:S:1:pos:R:3:forces:R:3
Br -3.941515 -1.678491 3.674341 -0.3 -0.1 0.0
C -3.588425 -0.672991 2.032091 0.1 -0.5 1.3
C -2.110365 -0.818201 1.659731 -2.6 0.5 0.9
Br -0.977975 0.052869 3.072561 -1.6 -4.9 2.2
H -3.907125 0.340459 2.275931 0.3 -0.1 0.0
H -4.289795 -1.058071 1.291891 0.4 -0.2 -0.2
H -2.103265 -0.274081 0.715281 0.6 -0.3 0.9
H -1.845245 -1.864641 1.508821 0.1 0.3 0.4
N 3.377925 0.003269 1.508131 6.3 -2.5 0.2
C 4.573695 0.128579 2.097601 0.0 -1.8 1.8
C 5.688485 -0.664461 1.915621 0.5 -1.1 -1.0
C 5.579135 -1.712531 1.024641 -2.7 -1.0 -1.0
C 4.313705 -1.899771 0.354791 1.4 1.3 0.4
C 3.316475 -0.951111 0.570261 1.7 -1.5 0.6
H 4.627845 0.898409 2.853131 -0.1 -0.9 1.1
H 6.667195 -0.616921 2.369801 -0.3 0.8 0.6
H 6.329615 -2.485521 0.949521 0.3 0.2 -0.2
H 4.071225 -2.686481 -0.344269 0.4 -0.2 0.0
H 2.319235 -1.090571 0.179781 1.7 -0.2 -0.9
N -2.104865 4.438609 0.275491 -0.6 0.5 -0.1
C -2.744775 3.250219 0.269741 -0.9 5.0 3.8
C -2.310645 2.172999 0.951401 1.5 -0.3 3.8
C -1.124005 2.339029 1.670251 0.9 2.8 -0.4
C -0.385955 3.548019 1.634501 -2.2 1.2 0.4
C -0.991435 4.623779 0.988941 -0.3 -1.6 -0.8
H -3.695575 3.206569 -0.240639 0.3 2.5 2.7
H -2.809535 1.217569 1.019731 -0.2 0.7 -0.5
H -0.613115 1.519379 2.153541 -0.6 2.2 -1.0
H 0.450695 3.837429 2.253111 0.4 -0.8 0.1
H -0.565235 5.616059 0.977491 0.0 0.1 0.0
N 5.267215 2.939039 0.329151 -0.2 1.0 0.1
C 4.309205 2.235999 0.951391 0.9 2.9 -0.5
C 2.949185 2.366449 0.737571 1.5 0.8 -1.0
C 2.567485 3.255759 -0.281249 0.8 -0.3 0.6
C 3.536835 4.090019 -0.856949 0.1 -0.7 0.0
C 4.892255 3.933439 -0.506189 -1.2 -1.7 0.1
H 4.649955 1.616539 1.767821 0.3 2.3 -1.8
H 2.327875 1.612009 1.197111 1.3 1.6 0.1
H 1.549555 3.235539 -0.641549 -0.1 0.4 -0.1
H 3.231005 4.704579 -1.690729 0.2 0.4 0.1
H 5.684595 4.473609 -1.002989 0.0 0.2 0.0
N -0.355165 -1.399421 -0.166429 0.8 18.2 2.6
C 0.664725 -1.238111 0.698811 -1.6 2.0 -0.2
C 1.232755 0.001379 1.087571 -6.6 -0.1 -0.6
C 0.655665 1.128799 0.536851 0.2 -0.4 -0.6
C -0.430015 1.059009 -0.330259 -0.2 -2.6 -0.8
C -0.934195 -0.218961 -0.620719 1.6 0.7 0.7
H 0.906345 -2.153851 1.217881 1.5 2.1 -1.6
H 1.998075 0.009869 1.849541 -2.0 0.4 0.2
H 1.035765 2.098789 0.821531 -1.4 -0.7 -0.4
H -0.925925 1.944469 -0.699639 0.6 -0.2 -0.5
H -1.688225 -0.325901 -1.386479 -0.2 -0.4 1.7
N -0.635855 -4.453551 -0.831749 0.1 -2.5 3.2
C -0.572255 -5.690891 -0.305329 -0.1 0.2 0.2
C -0.057535 -5.976211 0.946941 0.7 -0.6 -0.6
C 0.375495 -4.950371 1.725091 -0.6 0.4 1.0
C 0.144055 -3.642211 1.312531 0.0 -3.2 0.4
C -0.204715 -3.414171 -0.022129 0.0 -11.2 2.2
H -0.859055 -6.581421 -0.844869 -0.4 0.3 -0.8
H 0.174575 -6.993331 1.226201 -0.3 -0.2 0.0
H 0.811195 -5.201751 2.680791 0.2 0.3 0.2
H 0.423295 -2.873441 2.017801 -0.9 -1.2 0.9
H -0.424385 -2.383511 -0.258559 -1.4 -4.5 -2.5
N -5.181785 0.617069 -3.078839 -0.7 0.8 1.3
C -3.874715 0.353399 -3.031519 -1.6 2.1 -2.2
C -2.975555 1.105669 -2.338429 -1.4 2.4 3.3
C -3.472605 1.985279 -1.387749 -1.8 -2.3 -4.4
C -4.884785 2.189409 -1.250839 0.9 -0.3 -1.9
C -5.706295 1.555299 -2.215169 2.0 -2.1 0.3
H -3.456945 -0.288731 -3.792799 -2.2 2.3 -0.6
H -1.899585 1.023589 -2.382389 -1.4 0.9 -0.3
H -2.706655 2.570839 -0.901079 -0.2 -1.9 -3.4
H -5.254765 2.974939 -0.608609 -0.5 -0.1 0.2
H -6.785995 1.557029 -2.240199 -0.1 0.7 0.1
N -1.259945 -0.174761 -3.171359 3.9 -3.4 -3.2
C -1.978515 -1.319601 -3.262209 2.0 -2.2 1.7
C -1.553125 -2.563771 -2.728149 0.1 2.2 -1.1
C -0.244925 -2.611401 -2.289619 1.9 -0.8 -2.4
C 0.609135 -1.527831 -2.365069 -1.1 1.7 -1.8
C 0.042005 -0.288701 -2.742869 -0.5 -1.9 -0.9
H -3.039815 -1.210851 -3.430189 1.9 -2.4 -0.2
H -2.249315 -3.388661 -2.763779 0.3 -0.2 0.3
H 0.148525 -3.544321 -1.913759 0.1 0.6 -1.5
H 1.629275 -1.524291 -2.010519 0.1 -0.3 0.0
H 0.590215 0.582849 -2.416879 0.0 0.5 -1.0
```
Positions in Å, forces in eV/Å.

4.
Computed, not measured: a structure of composition C27H34Cl2NO4P2Pd, with ωB97M-V/def2-TZVPD.

Output
HOMO level ... -15.5512 eV
Energy relative to the best compared isomer or geometry (same formula, charge and spin) ... 0.00 kcal/mol
Charge ... +3
E_tot ... -3135.1464 hartree
Orbital gap ... 8.11 eV

```
71
Properties=species:S:1:pos:R:3:forces:R:3
Pd -3.294701 -2.040954 0.553189 -0.1 -0.1 -0.1
O -2.232460 -0.405430 2.792226 0.1 0.1 0.0
N -3.225538 -1.352950 2.545680 0.1 0.0 0.0
C -4.005535 -1.501736 3.538696 0.0 0.0 0.0
C -5.140067 -2.417290 3.558593 0.0 0.0 0.0
C -6.090365 -2.193241 4.546826 0.0 0.0 0.0
C -7.202345 -3.017942 4.664390 0.0 0.0 0.0
C -7.346755 -4.089777 3.805740 0.0 0.0 0.0
C -6.387418 -4.338561 2.825584 0.0 0.0 0.0
C -5.282655 -3.509516 2.681166 0.0 0.0 0.0
P -4.004640 -3.957499 1.470415 0.0 0.0 0.0
C -4.770951 -5.173153 0.403627 0.0 0.0 0.0
C -5.840117 -4.775257 -0.405190 -0.1 0.0 0.1
C -6.440508 -5.692428 -1.248238 0.0 0.0 0.0
C -5.974405 -7.005059 -1.288565 0.0 0.0 0.0
C -4.920345 -7.401422 -0.479492 0.0 0.0 0.0
C -4.313590 -6.486586 0.372960 0.0 0.0 0.0
C -2.645888 -4.708635 2.368961 0.0 0.0 0.0
C -2.873537 -5.356240 3.582556 0.0 0.0 0.0
C -1.819921 -5.982058 4.232488 0.0 0.0 0.0
C -0.549328 -5.965458 3.674772 0.0 0.0 0.0
C -0.319433 -5.318726 2.466104 0.0 0.0 0.0
C -1.364670 -4.687142 1.813851 0.0 0.0 0.0
H -1.415700 -0.774030 2.421106 0.0 0.0 0.0
H -3.803574 -0.905081 4.424789 0.0 0.0 0.0
H -5.961881 -1.362830 5.229964 0.0 0.0 0.0
H -7.939800 -2.824444 5.430960 0.0 0.0 0.0
H -8.198906 -4.749876 3.894229 0.0 0.0 0.0
H -6.510741 -5.197939 2.182056 0.0 0.0 0.0
H -6.209090 -3.755228 -0.362131 0.0 0.0 0.0
H -7.274524 -5.394474 -1.869579 0.0 0.0 0.0
H -6.444765 -7.720916 -1.949345 0.0 0.0 0.0
H -4.569781 -8.424176 -0.507019 0.0 0.0 0.0
H -3.490703 -6.797946 1.004056 0.0 0.0 0.0
H -3.864689 -5.377180 4.018307 0.0 0.0 0.0
H -1.993138 -6.485173 5.173974 0.0 0.0 0.0
H 0.268018 -6.456946 4.185082 0.0 0.0 0.0
H 0.673846 -5.307284 2.038229 0.0 0.0 0.0
H -1.186245 -4.173688 0.874719 0.0 0.0 0.0
C 15.061992 9.033459 0.533104 0.0 0.0 0.0
C 14.680772 10.124866 -0.367526 0.0 0.0 0.0
C 15.131323 10.196427 -1.765566 0.0 0.0 0.0
O 13.962297 11.043991 0.140991 0.0 0.0 0.0
C 6.993561 4.831173 0.532441 0.0 0.0 0.0
O 7.996759 5.389004 0.375456 0.0 0.0 0.0
O 5.989070 4.274619 0.689610 0.1 0.0 0.0
H 16.155781 9.016251 0.596006 0.0 0.0 0.0
H 14.773484 8.080638 0.082434 0.0 0.0 0.0
H 14.627727 9.151705 1.520769 0.0 0.0 0.0
H 16.169544 10.552912 -1.745269 0.0 0.0 0.0
H 14.539227 10.883699 -2.367955 0.0 0.0 0.0
H 15.152296 9.204551 -2.214447 0.0 0.0 0.0
H 13.732371 11.761252 -0.479816 0.0 0.0 0.0
Cl -3.129008 0.328117 -0.341013 0.0 0.1 0.0
C -1.662864 1.249537 0.185343 0.0 0.0 0.0
Cl -0.203147 0.289958 0.042476 -0.1 0.0 0.1
H -1.825809 1.529751 1.217603 0.0 0.0 0.0
H -1.610775 2.100357 -0.483850 0.0 0.0 0.0
C -4.480433 -2.136590 -2.648980 0.0 0.0 0.0
P -3.148869 -2.802857 -1.624129 0.1 0.0 0.0
C -1.600430 -2.129953 -2.288283 0.0 0.0 0.0
C -3.027918 -4.546634 -2.084819 0.0 0.0 0.0
H -4.276814 -2.352744 -3.699098 0.0 0.0 0.0
H -4.566752 -1.058309 -2.520708 0.0 0.0 0.0
H -5.424650 -2.603245 -2.369678 0.0 0.0 0.0
H -1.500875 -2.441268 -3.329273 0.0 0.0 0.0
H -0.754456 -2.521929 -1.722846 0.0 0.0 0.0
H -1.582567 -1.044446 -2.238814 0.0 0.0 0.0
H -2.758440 -4.568321 -3.142662 0.0 0.0 0.0
H -3.966442 -5.076706 -1.952279 0.1 0.0 -0.1
H -2.245468 -5.047218 -1.514601 0.0 0.0 0.0
```
Positions in Å, forces in eV/Å.